Entry 1:
{
  "formula": "C8H12As2F13Mn2O6",
  "method": "ωB97M-V/def2-TZVPD",
  "species": ["Mn", "Mn", "As", "F", "F", "F", "F", "F", "F", "As", "F", "F", "F", "F", "F", "F", "F", "C", "C", "C", "O", "C", "O", "O", "H", "H", "H", "H", "H", "H", "C", "C", "C", "O", "C", "O", "O", "H", "H", "H", "H", "H", "H"],
  "coordinates": [[0.459, 2.174, -0.312], [2.215, -0.731, 1.808], [1.787, 0.732, -3.568], [0.936, -0.856, -3.562], [2.503, 0.202, -5.198], [2.541, 2.327, -3.569], [0.990, 1.123, -2.009], [3.139, -0.006, -2.543], [0.313, 1.630, -4.416], [4.149, 2.655, 0.339], [3.487, 1.421, 1.514], [2.523, 2.624, -0.465], [4.857, 3.907, -0.807], [5.790, 2.426, 1.077], [4.491, 1.283, -0.804], [3.662, 4.039, 1.266], [0.914, 0.404, 0.725], [0.631, -4.871, -3.131], [-0.120, -4.205, -1.944], [-0.544, -5.153, -0.846], [-0.205, -4.514, 0.313], [0.480, -3.363, 0.077], [0.991, -2.554, 0.899], [0.669, -3.258, -1.230], [1.642, -5.124, -2.813], [0.881, -4.065, -3.821], [0.228, -5.663, -3.762], [-0.926, -3.539, -2.250], [-0.097, -6.128, -1.040], [-1.630, -5.212, -0.908], [-3.967, 1.938, 4.769], [-3.756, 2.086, 3.205], [-4.190, 3.285, 2.435], [-3.178, 3.487, 1.483], [-2.140, 2.763, 1.794], [-1.130, 2.552, 1.096], [-2.412, 2.021, 2.812], [-3.739, 0.943, 5.152], [-5.034, 2.054, 4.956], [-3.405, 2.640, 5.386], [-4.394, 1.296, 2.808], [-4.244, 4.155, 3.090], [-5.165, 3.076, 1.995]],
  "forces_ev_per_angstrom": [[0.489, -0.692, 0.215], [-1.305, 0.887, -2.561], [1.060, -0.916, -4.194], [0.550, 1.899, 0.409], [-1.051, 1.210, 2.993], [-0.458, -1.697, 0.308], [-0.890, 0.319, 0.896], [-2.285, 1.098, -1.762], [2.320, -1.958, 1.709], [5.065, 0.666, -2.999], [-0.516, -0.316, 0.212], [-0.528, 0.482, 0.565], [-1.470, -2.376, 1.427], [-2.746, 0.339, -0.537], [-0.488, 1.907, 2.004], [-0.258, -1.578, 0.235], [0.723, -0.388, 0.980], [1.161, 2.024, 0.209], [-0.615, -0.494, -1.575], [-1.547, -0.572, -2.747], [1.423, 2.443, 3.531], [1.380, -0.363, -0.849], [-0.950, -1.446, -0.593], [1.437, 1.179, 1.324], [-0.106, -0.582, 0.399], [-0.320, 0.171, -0.242], [-0.649, -0.031, 0.778], [-0.349, -0.621, -0.580], [0.202, -0.026, 0.898], [0.018, -0.516, 0.304], [0.100, 0.574, -1.091], [-1.569, -0.949, 2.128], [-1.727, 1.348, 1.776], [0.760, 1.099, -1.636], [0.244, -1.778, -1.994], [-0.544, 1.218, 0.466], [2.133, -1.908, 1.453], [0.237, -0.109, -0.534], [-0.024, 0.262, -0.003], [-0.050, 0.246, -0.285], [0.954, -0.861, -0.332], [-0.107, 0.293, -0.269], [0.293, 0.514, -0.435]],
  "lowdin_spin": [4.80, 4.87, 0.00, 0.00, 0.00, 0.00, 0.04, 0.00, 0.00, 0.00, 0.02, 0.04, 0.00, 0.00, 0.00, 0.00, 0.12, 0.00, 0.00, 0.00, 0.00, 0.00, 0.03, 0.00, 0.00, 0.00, 0.00, 0.00, 0.00, 0.00, 0.00, 0.00, 0.00, 0.00, 0.01, 0.04, 0.00, 0.00, 0.00, 0.00, 0.00, 0.00, 0.00],
  "spin_multiplicity": 11,
  "lumo_energy_ha": [-0.2357, -0.2392],
  "charge": 1,
  "gap_ev": [7.91, 7.81],
  "e_above_lowest_ev": 0.000
}

***

Entry 2:
{
  "formula": "C7H8FNO2",
  "method": "ωB97M-V/def2-TZVPD",
  "species": ["C", "C", "C", "C", "C", "C", "C", "N", "O", "O", "F", "H", "H", "H", "H", "H", "H", "H", "H"],
  "coordinates": [[1.454, 0.262, 0.282], [1.340, -1.115, -0.282], [2.593, 0.954, 0.466], [0.128, 0.750, 0.828], [-0.833, -0.384, 0.466], [0.273, 2.067, -0.008], [-1.983, -0.006, -0.484], [0.035, -1.371, -0.347], [2.131, -1.849, -0.847], [-3.124, -0.804, -0.269], [-0.065, 1.849, -1.249], [3.444, 0.638, -0.084], [2.649, 1.858, 0.955], [0.328, 1.036, 1.935], [-1.302, -0.823, 1.406], [-1.484, -0.060, -1.519], [-2.251, 0.892, 0.025], [-0.189, -2.405, -0.358], [-3.142, -1.489, -0.916]],
  "forces_ev_per_angstrom": [[1.878, 0.568, 1.787], [0.524, 0.188, -2.426], [-1.040, -2.058, -1.871], [1.292, 0.958, 0.398], [-0.088, -2.213, -0.449], [-0.047, -0.391, 1.099], [1.350, -0.458, 0.879], [-2.857, -1.351, 2.541], [0.980, 0.573, 1.015], [0.098, 0.119, -0.022], [-0.374, -0.234, -0.462], [0.895, -0.486, -0.053], [-0.063, 1.807, 1.140], [-1.111, -0.635, -1.840], [0.764, 0.247, -1.163], [-1.589, 0.734, 1.314], [-0.568, 1.670, -1.093], [0.092, 1.812, -0.146], [-0.136, -0.851, -0.648]],
  "lowdin_charge": [-0.22, -0.48, 0.13, -0.23, -0.21, 0.06, -0.24, 0.11, 0.07, -0.04, 0.03, 0.08, 0.05, 0.17, 0.17, 0.16, 0.11, 0.18, 0.07],
  "lumo_energy_ha": 0.0040,
  "charge": 0,
  "gap_ev": 9.43,
  "e_above_lowest_ev": 1.993
}

***

Entry 3:
{
  "formula": "H3N2OP",
  "method": "ωB97M-V/def2-TZVPD",
  "species": ["N", "N", "P", "O", "H", "H", "H"],
  "coordinates": [[0.364, -0.153, 1.269], [-0.244, 0.029, 0.076], [-0.113, -0.445, -1.417], [-1.245, 0.542, -2.131], [0.617, -1.091, 1.532], [-0.342, -0.011, 2.000], [-1.768, 1.358, -1.926]],
  "forces_ev_per_angstrom": [[-0.781, -0.198, 1.655], [0.079, -0.403, -1.344], [-1.535, 2.045, 1.308], [0.020, -0.229, -0.967], [0.781, -0.798, -0.872], [0.250, 0.878, -0.350], [1.187, -1.294, 0.570]],
  "lowdin_charge": [-0.10, -0.44, 0.78, -0.46, 0.06, 0.08, 0.07],
  "lumo_energy_ha": 0.0233,
  "charge": 0,
  "gap_ev": 9.29,
  "smiles": "N/N=P/O",
  "e_above_lowest_ev": 0.854
}

***

Entry 4:
{
  "formula": "C4H7N2O2",
  "method": "ωB97M-V/def2-TZVPD",
  "species": ["C", "C", "C", "C", "N", "N", "O", "O", "H", "H", "H", "H", "H", "H", "H"],
  "coordinates": [[0.747, 1.402, 0.173], [1.165, -0.122, 0.042], [-1.024, -1.273, 0.343], [-1.851, -0.064, 0.596], [-0.389, 2.003, -0.180], [0.056, -1.007, -0.547], [-2.258, -1.024, -0.307], [-1.400, 1.187, -0.058], [1.102, 1.819, 1.199], [1.358, 2.057, -0.415], [1.877, -0.196, -0.685], [1.517, -0.485, 1.036], [-0.984, -2.126, 1.102], [-0.404, -0.367, -1.288], [0.487, -1.804, -1.009]],
  "forces_ev_per_angstrom": [[4.865, -0.006, 2.629], [-2.328, 0.792, 1.943], [-1.710, -0.740, 2.609], [2.215, 0.678, -0.664], [-3.211, -0.388, 0.498], [0.734, 2.299, -1.411], [-0.352, 0.555, 0.382], [-3.944, -1.192, -1.035], [-0.779, -0.913, -0.965], [1.670, -0.240, -0.736], [2.337, -0.067, -1.537], [-0.443, -0.085, -1.000], [0.294, 1.147, -1.467], [0.845, -1.496, 0.799], [-0.193, -0.344, -0.045]],
  "lowdin_charge": [-0.21, 0.00, -0.23, -0.01, 0.09, 0.11, 0.10, -0.05, 0.19, 0.13, 0.10, 0.16, 0.21, 0.23, 0.20],
  "lumo_energy_ha": [-0.1787, -0.2161],
  "charge": 1,
  "gap_ev": [9.57, 7.54],
  "e_above_lowest_ev": 8.533
}

***

Entry 5:
{
  "formula": "C2H2N2O2S",
  "method": "ωB97M-V/def2-TZVPD",
  "species": ["O", "N", "C", "N", "C", "S", "O", "H", "H"],
  "coordinates": [[0.017, 0.810, 1.719], [0.011, 0.757, 0.347], [-1.066, 0.050, -0.168], [-0.755, -0.880, -0.998], [0.656, -0.923, -0.991], [1.646, -1.855, -1.873], [1.135, 0.027, -0.115], [0.424, 1.661, 1.952], [-2.069, 0.354, 0.127]],
  "forces_ev_per_angstrom": [[0.021, 0.136, 0.427], [0.298, 0.110, -0.236], [-0.195, -0.523, -0.396], [0.166, 0.573, 0.558], [0.129, 0.014, -0.216], [-0.348, 0.268, 0.315], [-0.216, -0.217, -0.109], [-0.113, -0.229, -0.241], [0.260, -0.133, -0.102]],
  "lowdin_charge": [0.05, -0.13, -0.10, 0.12, -0.90, 0.72, -0.02, 0.13, 0.15],
  "lumo_energy_ha": -0.0227,
  "charge": 0,
  "gap_ev": 8.42,
  "smiles": "On1cnc(=S)o1",
  "e_above_lowest_ev": 3.123
}

***

Entry 6:
{
  "formula": "C32H25ClN3NiO2",
  "method": "ωB97M-V/def2-TZVPD",
  "species": ["Ni", "O", "C", "O", "C", "C", "C", "C", "C", "C", "N", "C", "C", "C", "C", "C", "C", "N", "H", "H", "H", "H", "H", "H", "H", "H", "H", "H", "C", "C", "C", "C", "C", "C", "C", "C", "C", "C", "C", "C", "C", "C", "H", "H", "H", "H", "H", "H", "H", "H", "H", "H", "H", "Cl", "C", "C", "C", "C", "N", "C", "H", "H", "H", "H"],
  "coordinates": [[0.350, -0.897, -0.149], [-6.238, -1.239, 3.826], [-5.787, -2.372, 3.260], [-6.458, -3.361, 3.252], [-4.411, -2.337, 2.651], [-4.103, -3.335, 1.731], [-2.858, -3.378, 1.134], [-1.899, -2.422, 1.461], [-2.196, -1.424, 2.380], [-3.444, -1.393, 2.978], [-0.629, -2.429, 0.827], [0.095, -3.475, 0.878], [1.390, -3.435, 0.214], [2.256, -4.510, 0.155], [3.457, -4.369, -0.522], [3.747, -3.156, -1.117], [2.836, -2.113, -1.007], [1.683, -2.244, -0.352], [-5.653, -0.490, 3.673], [-4.860, -4.072, 1.499], [-2.626, -4.139, 0.398], [-1.442, -0.689, 2.632], [-3.632, -0.631, 3.726], [-0.222, -4.371, 1.409], [1.986, -5.446, 0.627], [4.152, -5.195, -0.586], [4.670, -3.000, -1.657], [3.030, -1.144, -1.442], [1.185, 4.764, -3.969], [1.740, 4.671, -2.701], [1.788, 3.457, -2.035], [1.272, 2.300, -2.625], [0.706, 2.413, -3.901], [0.666, 3.625, -4.569], [1.176, 0.987, -1.968], [1.481, 0.524, -0.742], [2.371, 1.147, 0.246], [3.578, 1.744, -0.131], [4.422, 2.292, 0.820], [4.091, 2.246, 2.167], [2.912, 1.632, 2.566], [2.071, 1.077, 1.614], [1.155, 5.714, -4.485], [2.142, 5.556, -2.225], [2.224, 3.420, -1.046], [0.289, 1.530, -4.373], [0.226, 3.681, -5.557], [0.596, 0.294, -2.582], [3.839, 1.779, -1.182], [5.349, 2.757, 0.510], [4.757, 2.675, 2.904], [2.656, 1.578, 3.616], [1.160, 0.574, 1.927], [-2.063, 4.151, 0.304], [-2.221, 2.482, -0.070], [-3.419, 1.964, -0.533], [-3.474, 0.611, -0.821], [-2.347, -0.164, -0.630], [-1.189, 0.341, -0.186], [-1.126, 1.648, 0.082], [-4.278, 2.607, -0.671], [-4.380, 0.158, -1.197], [-2.364, -1.222, -0.852], [-0.184, 2.057, 0.415]],
  "forces_ev_per_angstrom": [[-0.075, 0.224, 0.263], [-0.138, 0.024, 0.065], [0.089, -0.014, 0.018], [-0.010, 0.006, -0.024], [0.073, -0.016, -0.068], [-0.103, 0.004, 0.058], [0.197, 0.017, -0.043], [-0.382, -0.124, 0.119], [0.173, 0.015, -0.062], [-0.036, 0.041, 0.047], [0.233, 0.187, -0.180], [-0.294, -0.046, 0.153], [0.422, 0.053, -0.261], [-0.308, -0.061, 0.143], [0.178, 0.107, -0.141], [-0.035, -0.141, 0.075], [-0.015, -0.023, 0.074], [0.325, 0.044, -0.017], [0.066, -0.018, -0.038], [0.012, -0.003, -0.009], [-0.029, -0.005, 0.001], [-0.021, 0.006, 0.013], [-0.010, -0.004, -0.004], [0.023, -0.004, 0.004], [-0.004, 0.013, 0.007], [-0.010, -0.006, 0.010], [-0.002, 0.009, -0.005], [-0.009, 0.004, -0.008], [-0.030, -0.062, -0.050], [0.019, 0.035, 0.044], [-0.067, 0.071, 0.039], [0.253, 0.137, -0.142], [0.076, -0.039, 0.075], [0.021, 0.073, 0.004], [-0.171, -0.407, 0.090], [-0.505, 0.225, -0.494], [-0.010, -0.199, 0.330], [0.047, -0.130, 0.058], [0.053, 0.006, -0.052], [-0.005, 0.005, 0.052], [0.020, 0.010, -0.020], [0.013, 0.012, -0.152], [0.002, 0.002, -0.002], [-0.003, -0.004, 0.006], [-0.101, 0.060, -0.090], [-0.001, -0.011, 0.008], [0.001, 0.001, 0.000], [-0.121, 0.117, 0.061], [0.044, -0.013, 0.032], [0.001, -0.006, -0.010], [-0.006, 0.002, 0.000], [-0.010, -0.003, -0.004], [-0.011, 0.011, 0.032], [0.021, 0.049, 0.016], [-0.067, -0.098, -0.029], [0.044, 0.002, 0.010], [-0.023, 0.010, -0.010], [0.001, -0.008, -0.072], [0.105, -0.164, 0.008], [0.013, 0.080, 0.068], [0.003, 0.004, 0.002], [0.004, -0.005, 0.000], [0.017, 0.007, -0.003], [0.062, -0.057, 0.005]],
  "lowdin_charge": [0.46, 0.14, -0.48, 0.15, -0.12, 0.01, 0.00, -0.28, -0.01, 0.00, 0.07, -0.01, -0.21, 0.02, -0.02, 0.00, -0.05, 0.06, 0.10, 0.13, 0.12, 0.12, 0.12, 0.15, 0.13, 0.12, 0.12, 0.11, -0.08, -0.07, -0.04, -0.21, -0.05, -0.08, -0.09, -0.20, -0.25, -0.06, -0.07, -0.08, -0.07, -0.06, 0.11, 0.11, 0.10, 0.11, 0.11, 0.10, 0.12, 0.11, 0.11, 0.11, 0.09, 0.74, -0.63, -0.05, -0.02, -0.11, 0.01, -0.11, 0.12, 0.12, 0.11, 0.11],
  "lumo_energy_ha": -0.1537,
  "charge": 1,
  "gap_ev": 5.93,
  "e_above_lowest_ev": 0.294
}